Record 1
DFT (ωB97M-V with the def2-TZVPD basis set) results for a structure of composition C18H49FeO16 in a non-equilibrium geometry.

The geometry in XYZ format:
```
84
Properties=species:S:1:pos:R:3:mulliken_spin:R:1
Fe -1.27 -3.82 0.09 3.82
C 0.36 0.19 0.89 0.00
C -0.85 -0.61 0.37 0.03
O -1.06 -1.87 1.00 -0.02
H 0.24 0.38 1.96 0.00
H 0.62 1.15 0.45 0.00
H 1.30 -0.32 0.69 0.00
H -0.68 -0.70 -0.70 -0.01
H -1.74 0.01 0.52 0.01
C 1.99 -3.60 -2.83 0.01
C 0.81 -3.59 -1.94 0.00
C -0.58 -3.01 -2.58 -0.04
O -1.62 -3.21 -1.99 0.04
C -0.53 -2.36 -3.87 0.02
C 0.65 -2.31 -4.56 0.00
C 1.89 -3.02 -4.02 0.00
O 2.97 -3.16 -4.71 0.01
O 0.60 -1.62 -5.69 0.02
O 0.74 -4.03 -0.79 0.05
H 2.88 -4.12 -2.50 0.00
H -1.42 -1.83 -4.17 0.00
C -3.64 -0.38 5.05 0.00
C -2.59 -1.00 4.07 0.00
O -3.11 -1.28 2.83 0.00
H -4.59 -0.92 5.07 0.00
H -3.92 0.63 4.73 0.00
H -3.16 -0.38 6.02 0.00
H -2.17 -1.93 4.44 0.00
H -1.80 -0.28 3.87 0.00
H -2.37 -1.39 2.23 0.02
C 0.50 4.01 0.64 0.00
C 0.55 5.46 0.89 0.00
O 0.18 6.07 -0.28 0.00
H 0.76 3.45 1.53 0.00
H 1.22 3.76 -0.14 0.00
H -0.49 3.68 0.31 0.00
H 1.52 5.76 1.28 0.00
H -0.14 5.73 1.69 0.00
H 0.17 7.00 -0.06 0.00
C 4.22 -1.06 -0.99 0.00
C 4.95 -1.04 -2.31 0.00
O 5.10 -2.43 -2.67 0.00
H 4.07 -0.06 -0.59 0.00
H 4.83 -1.55 -0.23 0.00
H 3.26 -1.57 -1.08 0.00
H 5.95 -0.61 -2.23 0.00
H 4.35 -0.52 -3.05 0.00
H 4.32 -2.72 -3.16 0.00
C -2.75 2.63 1.94 0.00
C -3.31 2.51 0.45 0.00
O -4.72 2.84 0.52 0.00
H -3.45 2.11 2.59 0.00
H -2.65 3.65 2.30 0.00
H -1.83 2.04 1.98 0.00
H -3.30 1.52 -0.01 0.00
H -2.72 3.19 -0.16 0.00
H -5.21 2.08 0.83 0.00
C -0.87 1.41 -2.92 0.00
C 0.62 1.45 -2.81 0.00
O 0.95 2.83 -2.90 0.00
H -1.26 1.96 -3.78 0.00
H -1.29 1.89 -2.03 0.00
H -1.27 0.41 -3.08 0.00
H 1.10 0.79 -3.54 0.00
H 0.90 1.10 -1.81 0.00
H 1.91 2.93 -2.92 0.00
O 3.45 1.99 1.89 0.00
H 2.96 2.09 2.71 0.00
H 3.44 1.04 1.73 0.00
O 3.69 -0.63 2.09 0.00
H 3.64 -0.92 3.00 0.00
H 3.22 -1.29 1.60 0.00
O -4.24 -1.42 0.48 0.00
H -4.02 -1.25 1.40 0.00
H -3.97 -2.32 0.33 0.00
O 0.11 -2.59 3.43 0.00
H 0.91 -2.06 3.39 0.00
H -0.33 -2.42 2.59 0.01
O 2.40 -2.74 1.21 0.00
H 2.85 -3.57 1.04 0.00
H 1.56 -2.82 0.76 0.01
O -3.44 -0.93 -2.22 0.00
H -2.66 -1.49 -2.25 0.00
H -3.74 -0.99 -1.31 0.00
```

Values from the calculation:
- gap between HOMO and LUMO (spin up / spin down) (Eh) = 0.182 / 0.177
- E (eV) = -86605.958
- E_LUMO (spin up / spin down) (eV) = -0.324 / -0.408
- multiplicity = 5
- E_HOMO (spin up / spin down) (eV) = -5.3 / -5.2
- total charge = -1

***

Record 2
DFT (ωB97M-V with the def2-TZVPD basis set) results for a cluster of 4 separate species, C33H54Br2N4O5 in total.

The geometry in XYZ format:
```
98
Properties=species:S:1:pos:R:3:lowdin_charge:R:1
C 0.53 3.60 3.79 -0.15
C 0.02 3.02 2.48 -0.77
Br -1.91 2.85 2.56 0.78
C 0.72 1.68 2.17 -0.66
Br 2.33 1.99 1.11 0.78
C -0.08 0.54 1.60 -0.25
C -0.26 -0.56 2.44 0.03
C -0.98 -1.69 2.06 -0.22
C -1.06 -2.88 2.98 -0.14
C 0.34 -3.52 3.17 -0.18
C 1.16 -3.57 1.89 -0.18
C 2.37 -4.50 1.98 -0.13
N 3.33 -4.15 0.94 -0.13
C 4.35 -3.25 1.08 -0.11
C 5.01 -3.13 -0.11 -0.10
C 4.36 -4.00 -1.04 -0.09
C 3.35 -4.62 -0.34 -0.11
C -1.57 -1.71 0.81 0.05
C -1.37 -0.64 -0.05 -0.07
C -0.63 0.48 0.31 -0.07
C -0.44 1.53 -0.71 -0.36
O -0.36 2.71 -0.47 0.06
C -0.43 1.06 -2.12 0.03
C -1.18 0.02 -2.45 0.04
C -1.96 -0.68 -1.42 -0.35
O -2.99 -1.26 -1.66 0.14
H -0.02 3.22 4.65 0.07
H 0.43 4.68 3.76 0.08
H 1.59 3.39 3.87 0.08
H 0.26 3.72 1.70 0.06
H 1.11 1.32 3.11 0.07
H 0.18 -0.55 3.43 0.14
H -1.69 -3.62 2.52 0.12
H -1.45 -2.57 3.95 0.10
H 0.89 -3.00 3.94 0.11
H 0.18 -4.54 3.52 0.11
H 1.56 -2.59 1.65 0.12
H 0.56 -3.89 1.04 0.12
H 2.06 -5.53 1.84 0.13
H 2.89 -4.37 2.93 0.12
H 4.59 -2.73 1.99 0.11
H 5.84 -2.49 -0.31 0.09
H 4.62 -4.13 -2.07 0.08
H 2.66 -5.33 -0.75 0.11
H -2.15 -2.57 0.51 0.13
H 0.16 1.60 -2.84 0.13
H -1.21 -0.33 -3.47 0.13
C 6.00 -0.26 -5.90 -0.07
C 6.20 -1.76 -5.73 -0.43
C 4.91 -2.57 -5.88 -0.21
O 4.05 -2.53 -4.76 -0.20
C 3.19 -1.41 -4.69 -0.11
N 6.87 -2.01 -4.46 0.04
H 5.53 0.19 -5.02 0.06
H 6.97 0.24 -6.03 0.08
H 5.39 -0.03 -6.77 0.08
H 6.87 -2.09 -6.53 0.13
H 5.18 -3.62 -6.00 0.12
H 4.36 -2.28 -6.79 0.12
H 2.85 -1.10 -5.69 0.09
H 3.66 -0.57 -4.19 0.08
H 2.32 -1.70 -4.10 0.08
H 7.10 -3.00 -4.39 0.07
H 6.19 -1.86 -3.71 0.06
C -3.94 5.60 -3.35 -0.07
C -3.02 4.96 -2.31 -0.43
C -2.05 5.94 -1.64 -0.20
O -0.94 6.32 -2.44 -0.19
C -1.18 7.38 -3.34 -0.11
N -2.32 3.83 -2.93 0.05
H -3.40 5.83 -4.28 0.06
H -4.75 4.92 -3.61 0.07
H -4.38 6.53 -2.97 0.08
H -3.66 4.56 -1.52 0.14
H -1.63 5.45 -0.76 0.12
H -2.58 6.84 -1.29 0.12
H -1.87 8.12 -2.93 0.09
H -1.57 7.01 -4.30 0.07
H -0.22 7.86 -3.54 0.09
H -1.79 3.35 -2.20 0.03
H -1.60 4.21 -3.54 0.07
C -6.49 -1.03 4.76 -0.07
C -5.28 -0.76 3.87 -0.43
C -4.16 -1.80 4.02 -0.21
O -3.36 -1.66 5.17 -0.20
C -3.87 -2.27 6.34 -0.10
N -4.81 0.61 4.11 0.05
H -6.29 -0.78 5.80 0.06
H -7.33 -0.42 4.44 0.08
H -6.80 -2.08 4.71 0.08
H -5.62 -0.82 2.83 0.14
H -3.48 -1.66 3.17 0.10
H -4.56 -2.82 3.95 0.13
H -4.41 -3.19 6.11 0.09
H -4.53 -1.59 6.89 0.08
H -3.03 -2.50 6.99 0.09
H -4.06 0.81 3.46 0.03
H -4.36 0.63 5.02 0.07
```

Values from the calculation:
- gap between HOMO and LUMO (Eh) = 0.264
- SMILES string = C[C@H](Br)[C@H](Br)c1cc(CCCCn2cccc2)cc2c1C(=O)C=CC2=O.COC[C@@H](C)N.COC[C@@H](C)N.COC[C@@H](C)N
- E (eV) = -191377.979
- E_LUMO (eV) = -1.008
- E_HOMO (eV) = -8.2

***

Record 3
DFT (ωB97M-V with the def2-TZVPD basis set) results for a structure of composition C20H58N3O11Zn in a non-equilibrium geometry.

The geometry in XYZ format:
```
93
Properties=species:S:1:pos:R:3:lowdin_charge:R:1
Zn 21.24 -2.68 -12.00 1.39
O 18.63 -1.46 -9.42 0.14
C 19.59 -1.88 -10.22 -0.71
O 20.49 -1.14 -10.71 -0.05
O 19.71 -3.07 -10.57 -0.03
H 18.75 -0.48 -9.53 0.15
C 22.62 0.07 -7.35 -0.04
C 21.26 0.57 -7.78 -0.51
C 20.10 -0.08 -7.07 -0.04
O 21.24 1.98 -7.62 -0.07
H 23.52 0.56 -7.72 0.08
H 22.70 -0.95 -7.73 0.05
H 22.72 0.03 -6.26 0.09
H 21.13 0.44 -8.86 0.10
H 20.34 -0.12 -6.01 0.10
H 20.04 -1.12 -7.40 0.07
H 19.15 0.41 -7.25 0.08
H 20.51 2.38 -8.14 0.03
C 17.86 4.38 -7.98 -0.05
C 18.86 4.25 -9.12 -0.42
C 20.15 5.00 -8.78 -0.20
O 19.84 6.37 -8.63 -0.18
C 20.88 7.10 -8.03 -0.11
N 19.08 2.84 -9.40 0.04
H 17.61 5.41 -7.73 0.08
H 18.27 3.97 -7.05 0.09
H 16.98 3.79 -8.24 0.07
H 18.43 4.70 -10.03 0.14
H 20.92 4.85 -9.55 0.12
H 20.45 4.62 -7.80 0.12
H 21.45 6.58 -7.26 0.09
H 20.42 7.98 -7.60 0.09
H 21.62 7.43 -8.78 0.09
H 18.25 2.40 -9.79 0.04
H 19.75 2.72 -10.17 0.04
C 17.51 2.17 -13.10 -0.05
C 17.64 0.66 -12.86 -0.42
C 16.72 0.24 -11.70 -0.19
O 17.03 0.98 -10.54 -0.23
C 16.21 0.56 -9.45 -0.07
N 17.26 0.02 -14.13 0.04
H 16.45 2.43 -13.13 0.09
H 17.96 2.49 -14.04 0.08
H 17.89 2.77 -12.27 0.07
H 18.69 0.38 -12.72 0.12
H 16.89 -0.83 -11.51 0.11
H 15.66 0.37 -11.92 0.14
H 16.46 1.16 -8.58 0.09
H 16.39 -0.48 -9.18 0.07
H 15.16 0.68 -9.74 0.11
H 17.30 -0.99 -14.02 0.05
H 17.86 0.26 -14.90 0.07
C 21.93 4.02 -12.71 -0.04
C 21.31 2.63 -12.72 -0.41
C 22.10 1.66 -13.61 -0.21
O 22.11 2.15 -14.93 -0.17
C 23.15 1.59 -15.69 -0.11
N 21.30 2.20 -11.32 0.05
H 22.87 4.04 -12.15 0.09
H 21.24 4.74 -12.29 0.08
H 22.21 4.37 -13.71 0.09
H 20.30 2.77 -13.11 0.12
H 21.70 0.64 -13.59 0.11
H 23.13 1.68 -13.22 0.12
H 24.20 1.76 -15.41 0.09
H 23.16 2.05 -16.68 0.09
H 23.00 0.51 -15.82 0.08
H 21.36 1.18 -11.20 0.04
H 22.19 2.46 -10.91 0.08
C 24.17 -0.19 -10.64 -0.15
O 24.86 -1.22 -11.35 -0.13
H 23.29 -0.54 -10.10 0.06
H 24.86 0.22 -9.91 0.09
H 23.89 0.61 -11.33 0.06
H 25.76 -0.95 -11.53 0.08
C 21.77 -4.39 -7.88 -0.15
O 22.71 -3.36 -8.10 -0.14
H 21.23 -4.53 -8.82 0.06
H 22.17 -5.37 -7.60 0.08
H 21.08 -4.12 -7.07 0.09
H 23.08 -3.08 -7.26 0.08
C 16.80 -1.88 -6.55 -0.15
O 17.18 -2.77 -7.59 -0.12
H 17.62 -1.67 -5.85 0.07
H 16.37 -0.95 -6.94 0.06
H 16.04 -2.36 -5.94 0.08
H 17.73 -2.27 -8.23 0.01
C 17.02 -3.87 -12.55 -0.14
O 17.01 -4.25 -11.18 -0.12
H 17.87 -4.49 -12.88 0.08
H 16.13 -4.23 -13.05 0.09
H 17.17 -2.80 -12.70 0.04
H 17.80 -3.97 -10.71 0.03
```

Values from the calculation:
- gap between HOMO and LUMO (Eh) = 0.097
- E (eV) = -97078.890
- E_LUMO (eV) = -8.644
- E_HOMO (eV) = -11.3
- total charge = +1
- energy relative to the best compared isomer or geometry (same formula, charge and spin) (eV) = 3.844

***

Record 4
DFT (ωB97M-V with the def2-TZVPD basis set) results for an isolated molecule of C6H10 in a non-equilibrium geometry.

The geometry in XYZ format:
```
16
Properties=species:S:1:pos:R:3:lowdin_charge:R:1
C -1.53 -0.90 -0.49 -0.10
C -1.02 -0.04 0.68 -0.23
C 0.18 0.82 0.23 -0.32
C 0.16 2.11 -0.15 0.06
C 1.49 0.10 0.04 -0.14
C 1.67 -1.26 0.06 0.00
H -2.28 -1.66 -0.17 0.08
H -0.63 -1.43 -0.92 0.07
H -1.93 -0.19 -1.22 0.08
H -1.78 0.58 1.05 0.08
H -0.66 -0.57 1.59 0.12
H 1.12 2.49 -0.54 0.06
H -0.68 2.77 -0.10 0.05
H 2.27 0.76 -0.39 0.09
H 2.64 -1.66 -0.30 0.06
H 1.00 -1.93 0.63 0.06
```

Values from the calculation:
- gap between HOMO and LUMO (Eh) = 0.355
- SMILES string = C=CC(=C)CC
- E (eV) = -6382.538
- E_LUMO (eV) = 0.954
- E_HOMO (eV) = -8.7
- energy relative to the best compared isomer or geometry (same formula, charge and spin) (eV) = 1.322